No. 1
{
  "formula": "C20H36As2N4O8Pt",
  "method": "ωB97M-V with the def2-TZVPD basis set",
  "largest_force_ev_per_a": 4.1,
  "spin_multiplicity": 1,
  "charge": 2,
  "orbital_gap_ev": 7.3,
  "elements": ["Pt", "N", "C", "C", "N", "C", "C", "N", "C", "C", "N", "H", "H", "H", "H", "H", "H", "H", "H", "H", "H", "H", "H", "H", "H", "H", "H", "H", "H", "C", "O", "C", "O", "C", "C", "As", "C", "C", "C", "As", "C", "C", "O", "O", "C", "C", "O", "O", "C", "C", "O", "O", "C", "H", "H", "H", "H", "H", "H", "H", "H", "H", "H", "H", "H", "H", "H", "H", "H", "H", "H"],
  "coordinates": [[-0.9031, 1.4868, 0.9777], [0.7300, 2.6470, 0.4646], [0.3816, 4.0935, 0.6054], [-0.7771, 4.2399, 1.5782], [-1.8888, 3.3392, 1.1575], [-2.5860, 3.8893, -0.0790], [-2.2797, 3.2239, -1.4349], [-2.5925, 1.7967, -1.4334], [-2.8760, 3.0879, 2.2491], [-3.6205, 1.7971, 1.9468], [-2.6405, 0.6889, 1.7684], [1.4931, 2.4091, 1.0905], [1.0493, 2.4124, -0.4730], [0.1200, 4.4760, -0.3791], [1.2436, 4.6625, 0.9543], [-1.1134, 5.2800, 1.6275], [-0.4682, 3.9326, 2.5778], [-2.3386, 4.9515, -0.1334], [-3.6606, 3.8316, 0.0927], [-1.2310, 3.3504, -1.7011], [-2.8555, 3.7782, -2.1844], [-2.1389, 1.3334, -2.2138], [-3.5908, 1.6466, -1.5531], [-3.5696, 3.9282, 2.3453], [-2.3224, 2.9951, 3.1843], [-4.1815, 1.8811, 1.0177], [-4.3297, 1.5630, 2.7414], [-3.0069, -0.0541, 1.1727], [-2.4470, 0.2491, 2.6627], [-1.4861, -2.0859, -3.0044], [-2.1595, -1.9031, -1.7524], [-1.5439, -1.9230, -0.5837], [-2.1886, -1.7431, 0.4343], [-0.0499, -1.8961, -0.4752], [0.8133, -2.8307, -0.9018], [2.8260, -2.7747, -1.1863], [3.4807, -3.6025, 0.4632], [2.5501, -0.8508, -0.6963], [2.2494, -0.5112, 0.5023], [0.3649, -0.5034, 0.8540], [0.3438, -1.5963, 2.4558], [3.2630, -0.4442, 1.6087], [4.4127, -0.7525, 1.5188], [2.7147, 0.1488, 2.6764], [3.6069, 0.3179, 3.8048], [1.7913, -0.1041, -1.7631], [1.0548, 0.8444, -1.5531], [2.0959, -0.5370, -2.9704], [1.5698, 0.2086, -4.0889], [0.2156, -4.1329, -1.3778], [-0.9530, -4.3987, -1.2812], [1.1602, -4.9486, -1.8237], [0.7278, -6.2778, -2.2133], [-2.0894, -1.5577, -3.7395], [-1.4631, -3.1476, -3.2420], [-0.4795, -1.6739, -2.9780], [3.9434, -4.5432, 0.1690], [2.6893, -3.8026, 1.1833], [4.2353, -2.9573, 0.8927], [1.2160, -2.2501, 2.4732], [-0.5680, -2.1899, 2.4166], [0.3594, -0.9460, 3.3257], [3.0222, 0.8247, 4.5648], [4.4690, 0.9122, 3.5077], [3.9396, -0.6573, 4.1546], [1.9453, -0.2963, -4.9722], [1.9308, 1.2345, -4.0467], [0.4807, 0.1959, -4.0638], [1.6366, -6.8121, -2.4656], [0.0661, -6.2047, -3.0736], [0.2075, -6.7488, -1.3823]],
  "mulliken_charge": [1.695, -0.453, -0.654, -0.776, -0.690, -0.603, -0.988, -0.331, -0.733, -0.592, -0.598, 0.286, 0.271, 0.276, 0.496, 0.440, 0.463, 0.444, 0.500, 0.257, 0.565, 0.105, 0.266, 0.417, 0.423, 0.285, 0.525, 0.284, 0.375, -0.511, -0.305, -0.013, -0.751, 0.054, 0.935, 0.365, -1.061, -0.031, 0.880, 1.193, -1.404, -0.389, -0.569, -0.219, -0.806, -0.090, -0.590, -0.331, -0.630, 0.136, -0.559, -0.379, -0.701, 0.340, 0.301, 0.151, 0.413, 0.288, 0.366, 0.454, 0.503, 0.363, 0.248, 0.331, 0.322, 0.299, 0.283, 0.261, 0.269, 0.310, 0.320]
}

No. 2
{
  "formula": "C10H12IO3P",
  "method": "ωB97M-V with the def2-TZVPD basis set",
  "largest_force_ev_per_a": 6.2,
  "spin_multiplicity": 1,
  "charge": 0,
  "de_lowest_kj_mol": 0.0,
  "orbital_gap_ev": 9.6,
  "elements": ["C", "C", "C", "C", "C", "C", "C", "C", "C", "C", "O", "O", "O", "P", "I", "H", "H", "H", "H", "H", "H", "H", "H", "H", "H", "H", "H"],
  "coordinates": [[2.4025, 1.7566, -2.3091], [1.0443, 1.3228, -2.1959], [3.2579, 1.6693, -1.2193], [0.6665, 0.6013, -1.0806], [2.7648, 1.0618, -0.0584], [1.5211, 0.5169, 0.0019], [-1.0727, -0.6730, 2.8298], [0.9743, -0.1722, 1.2036], [-0.1130, 0.6964, 1.7880], [-2.6652, -1.8359, -0.6611], [-1.0702, -3.3202, 1.7476], [0.4211, -1.4546, 0.8750], [-1.9667, -1.1920, 0.4330], [-0.9925, -1.8909, 1.4729], [0.4771, 2.2488, 3.1210], [2.7454, 2.2289, -3.1692], [0.2576, 1.6525, -2.9169], [4.2469, 2.0997, -1.3951], [-0.5002, 0.4018, -0.9746], [3.6191, 0.9676, 0.7285], [-0.4931, -0.8609, 3.6482], [-2.1241, -0.1969, 2.9994], [1.7206, -0.4380, 2.0651], [-0.8599, 1.0371, 1.1610], [-3.2626, -0.9293, -0.9916], [-3.4340, -2.5183, -0.3448], [-1.8701, -2.2114, -1.3611]],
  "mulliken_charge": [-0.516, -0.464, -0.514, -0.104, -0.419, 0.458, -0.815, 0.199, -0.889, -0.693, -0.729, -0.347, -0.158, 0.886, 0.101, 0.443, 0.313, 0.373, 0.011, 0.203, 0.510, 0.329, 0.394, 0.580, 0.245, 0.320, 0.286]
}

No. 3
{
  "formula": "C4H2S2",
  "method": "ωB97M-V with the def2-TZVPD basis set",
  "largest_force_ev_per_a": 3.5,
  "smiles": "S=C=C=S.C#C",
  "spin_multiplicity": 1,
  "charge": 0,
  "de_lowest_kj_mol": 258.2,
  "orbital_gap_ev": [6.0, 6.0],
  "elements": ["S", "C", "C", "S", "C", "C", "H", "H"],
  "coordinates": [[-4.7466, 1.7294, -0.2472], [-4.0972, 0.2911, -0.0514], [-3.7244, -0.8979, 0.1093], [-3.1155, -2.3560, 0.1844], [-0.4248, 0.2461, -0.2964], [0.3459, -0.3606, 0.4104], [-0.9503, 1.2506, -0.4297], [0.9896, -1.1666, 0.6248]],
  "mulliken_charge": [-0.283, 0.246, 0.289, -0.257, -0.352, -0.241, 0.266, 0.332]
}

No. 4
{
  "formula": "C18H24N2O4Pt",
  "method": "ωB97M-V with the def2-TZVPD basis set",
  "largest_force_ev_per_a": 4.5,
  "s2": 2.060,
  "spin_multiplicity": 3,
  "charge": 2,
  "orbital_gap_ev": [3.7, 4.4],
  "elements": ["C", "C", "H", "H", "C", "C", "H", "H", "C", "H", "H", "H", "C", "H", "H", "H", "Pt", "O", "C", "O", "C", "O", "N", "C", "C", "H", "H", "H", "H", "C", "C", "H", "H", "H", "O", "C", "C", "C", "C", "C", "C", "N", "H", "H", "H", "H", "H", "H", "H"],
  "coordinates": [[-1.1473, -2.4304, -4.3837], [-1.8824, -1.3299, -4.7035], [-1.6777, -3.3499, -4.0369], [-0.0807, -2.5425, -4.7322], [-2.3000, -0.0572, -4.2864], [-2.2653, 0.6476, -3.1002], [-2.7006, 0.3231, -2.1610], [-2.1444, 1.7668, -3.2399], [-2.2856, -1.9440, -6.0979], [-1.9405, -2.9914, -6.2045], [-1.8130, -1.3880, -6.9092], [-3.3689, -1.9873, -6.1577], [-2.8548, 0.7447, -5.4958], [-3.8141, 0.3398, -5.8226], [-2.1647, 0.7088, -6.3344], [-2.9610, 1.7854, -5.2239], [-0.3169, 0.4624, 2.7018], [-0.1907, 0.0327, 0.7235], [0.8872, -0.0735, 0.0541], [2.0214, 1.2226, 2.1305], [2.1811, 1.6730, 0.9788], [2.9938, 2.6606, 0.6400], [1.5347, 1.1379, -0.1427], [2.8898, 2.8834, -0.8277], [1.9677, 1.8024, -1.3645], [3.9018, 2.8214, -1.2438], [2.4732, 3.8945, -0.9544], [2.4359, 1.0947, -2.0605], [1.1172, 2.2674, -1.8837], [1.3355, -1.3935, -0.2611], [0.4985, -2.3023, 0.3361], [1.9989, -1.6296, -1.2064], [-0.6102, -2.0225, 0.1946], [0.6347, -3.3462, 0.1038], [0.9922, -1.1658, 2.9686], [1.5136, -1.3331, 4.3329], [0.7875, -0.3915, 5.2320], [0.9816, -0.1840, 6.5941], [0.2460, 0.7860, 7.2498], [-0.7050, 1.5343, 6.5648], [-0.9070, 1.3304, 5.2191], [-0.1033, 0.4293, 4.6077], [1.7273, -1.2701, 2.3236], [1.3115, -2.3732, 4.6230], [2.5895, -1.1076, 4.3260], [1.7289, -0.8130, 7.0434], [0.4099, 0.9607, 8.3028], [-1.3085, 2.2886, 7.0310], [-1.6170, 1.8279, 4.5524]],
  "mulliken_spin": [-0.001, 0.294, 0.026, 0.021, -0.128, 0.670, 0.020, 0.019, 0.002, 0.000, 0.006, 0.016, 0.069, -0.008, -0.004, -0.007, 0.808, -0.007, 0.056, -0.009, 0.006, -0.004, 0.009, 0.002, 0.007, 0.000, 0.000, -0.002, 0.001, -0.049, 0.096, 0.005, -0.002, 0.001, 0.015, -0.016, 0.022, 0.003, -0.006, 0.008, 0.029, 0.030, -0.004, 0.002, 0.004, 0.000, 0.000, 0.000, -0.004]
}

No. 5
{
  "formula": "CH5O2P",
  "method": "ωB97M-V with the def2-TZVPD basis set",
  "largest_force_ev_per_a": 2.9,
  "spin_multiplicity": 1,
  "charge": 0,
  "de_lowest_kj_mol": 322.1,
  "orbital_gap_ev": [7.8, 8.1],
  "elements": ["C", "O", "O", "P", "H", "H", "H", "H", "H"],
  "coordinates": [[-0.9401, -0.3603, -0.0296], [-0.9254, 0.9948, -0.3919], [1.8299, 0.9825, 0.2003], [1.8676, -0.5771, -0.4181], [-1.7711, -1.0247, -0.5178], [-0.5889, -0.5172, 0.9473], [-1.1027, 0.9596, -1.3936], [1.9043, 1.6443, -0.4640], [2.1849, -1.3863, 0.8430]],
  "mulliken_charge": [-0.534, -0.428, -0.454, 0.095, 0.221, 0.395, 0.342, 0.326, 0.037]
}

No. 6
{
  "formula": "C18H29CdIN2O4S",
  "method": "ωB97M-V with the def2-TZVPD basis set",
  "largest_force_ev_per_a": 9.6,
  "spin_multiplicity": 1,
  "charge": 2,
  "de_lowest_kj_mol": 1020.3,
  "orbital_gap_ev": 2.0,
  "elements": ["C", "C", "O", "C", "C", "N", "O", "C", "C", "S", "C", "C", "C", "C", "O", "O", "C", "C", "C", "I", "C", "C", "C", "C", "N", "C", "H", "H", "H", "H", "H", "H", "H", "H", "H", "H", "H", "H", "H", "H", "H", "H", "H", "H", "H", "H", "H", "H", "H", "H", "H", "H", "H", "H", "H", "Cd"],
  "coordinates": [[0.9890, 3.3751, -1.9025], [-0.2946, 2.5154, -1.2565], [0.2991, 1.3591, -0.5942], [-0.6388, 0.4815, 0.0820], [-2.2116, 0.5804, -0.3707], [-3.0437, 1.5849, 0.3929], [-0.3065, -0.9377, 0.1512], [0.3678, -1.5030, -0.9932], [2.0282, -1.2826, -1.0099], [2.7242, -1.1665, 0.7596], [3.3730, 0.5571, 1.1127], [4.1217, 0.4786, 2.6054], [0.2303, -3.1643, -0.8033], [-1.1541, -3.6122, -0.0434], [-2.2440, -4.1402, -0.6566], [-1.2789, -3.5090, 1.4488], [-0.2076, -1.1717, -2.4765], [-1.6749, -1.7820, -2.8520], [-2.4010, -0.6959, -3.8981], [-1.5710, -3.6599, -4.0569], [-0.6369, 0.9695, 1.6853], [-1.2794, -0.0955, 2.7385], [-1.2572, 0.5246, 4.2413], [-0.6494, 1.9857, 4.4886], [-0.0109, 2.9730, 3.5755], [-0.0593, 2.3643, 2.2178], [1.9876, 2.7915, -1.6309], [0.8963, 3.4295, -3.0902], [1.0742, 4.4404, -1.4192], [-0.8258, 3.2912, -0.5346], [-0.9641, 2.2528, -2.2097], [-2.4006, 0.7347, -1.5135], [-2.6877, -0.4856, -0.1150], [-3.3878, 1.2241, 1.3093], [-2.6011, 2.5251, 0.4623], [2.4605, -2.1882, -1.6158], [2.2016, -0.2794, -1.5865], [2.4439, 1.2925, 1.2307], [4.1454, 0.9603, 0.3052], [4.4040, -0.6670, 2.7779], [5.0861, 1.1614, 2.6185], [3.3367, 0.8103, 3.4161], [1.1134, -3.4324, -0.0446], [0.4747, -3.7534, -1.7837], [-0.4558, -3.9789, 1.7805], [0.5622, -1.6416, -3.2589], [-0.2281, -0.0099, -2.7492], [-2.4246, -1.8771, -1.9459], [-3.2686, -0.1696, -3.3153], [-2.9152, -1.3033, -4.7889], [-1.6359, 0.0261, -4.4103], [-1.7228, -1.1525, 2.5053], [-1.6892, -0.1039, 5.1400], [-0.7122, 2.3706, 5.6196], [0.4276, 3.0582, 1.3744], [4.0915, -2.3543, 2.8865]],
  "mulliken_charge": [-0.959, -0.070, -0.075, 0.275, -0.455, -0.359, 0.483, 0.138, -0.536, -0.253, 0.218, -0.493, -0.304, 0.179, -0.457, -0.454, -0.487, -0.485, -0.720, 0.150, 0.012, -0.255, -0.482, -0.219, -0.506, -0.222, 0.158, 0.305, 0.312, 0.255, 0.206, -0.140, 0.278, 0.361, 0.274, 0.468, 0.342, -0.079, 0.407, 0.029, 0.356, 0.465, 0.268, 0.241, 0.340, 0.546, -0.011, 0.269, 0.266, 0.399, 0.222, 0.338, 0.343, 0.354, 0.186, 0.580]
}